1.
The following is a DFT calculation (ωB97M-V/def2-TZVPD) of 4 unconnected molecules or ions with the total composition C33H44BF5N3O9PS.

Properties
Calculated total energy   -3389.14061 Eh
Gap between HOMO and LUMO   9.7 eV

Element x y z (Å)
C 2.616323 -1.690752 1.830679
C 1.502355 -0.787558 2.308610
O 2.001612 0.552147 2.420126
P 1.131164 1.804534 1.943103
O 1.324092 2.955939 2.829548
C -0.605057 1.307598 1.859750
C -1.164633 1.005864 0.444071
C -1.631713 -0.447209 0.276546
C -2.622098 -0.666038 -0.894788
B -1.738054 -0.344461 -2.201278
O -0.723485 -1.196873 -2.630161
O -1.952647 0.830606 -2.858019
C -3.819907 0.285514 -0.881750
O -4.502001 0.122969 -2.173932
C -4.808658 1.236937 -2.741896
N -5.052119 2.260086 -3.217979
C -4.883256 0.024833 0.192967
N -4.281098 -0.178418 1.477030
C -5.972600 1.102616 0.203226
C -5.516200 2.421845 0.788331
F -6.547715 3.336032 0.701325
O -5.592462 -1.175506 -0.192145
S -4.781808 -2.550135 -0.228342
O -5.447171 -3.362343 -1.190457
O -4.640410 -3.066946 1.092366
C -3.115648 -2.144355 -0.986738
F -3.340177 -2.367505 -2.338856
C -2.105029 -3.220586 -0.567893
N -1.906233 -3.381004 0.862304
O 1.608123 2.159844 0.460937
C 2.143718 1.156157 -0.423037
C 1.854584 1.543620 -1.867425
H 2.934687 -1.286863 0.870766
H 3.470657 -1.609294 2.501045
H 2.267952 -2.715430 1.726753
H 0.705812 -0.851162 1.562778
H 1.061477 -1.102965 3.255715
H -1.120866 2.156410 2.293948
H -0.808169 0.457664 2.513342
H -1.945486 1.730326 0.235309
H -0.376896 1.199673 -0.282692
H -0.746807 -1.053223 0.055444
H -2.019809 -0.859311 1.201945
H 0.044708 -1.172882 -2.050871
H -1.138537 1.260026 -3.138041
H -3.532738 1.332635 -0.840667
H -3.622817 0.543337 1.732800
H -4.970878 -0.332082 2.200224
H -6.755728 0.706026 0.855582
H -6.428042 1.237242 -0.777114
H -4.630925 2.833880 0.295062
H -5.273463 2.313765 1.847067
H -1.155359 -3.012537 -1.054026
H -2.478106 -4.141553 -1.024479
H -2.343138 -4.204831 1.239617
H -0.933537 -3.341437 1.120914
H 1.726156 0.169816 -0.210885
H 3.219338 1.109341 -0.257331
H 0.932743 2.120362 -1.935849
H 1.715418 0.634696 -2.460131
H 2.683864 2.077201 -2.323966
F -1.560041 3.875653 1.117161
C -1.516402 5.178010 0.727134
C -0.530094 5.974709 1.267519
C -0.479563 7.302569 0.868029
C -1.402981 7.799271 -0.043317
C -2.382818 6.966687 -0.565989
C -2.445284 5.633430 -0.183321
H 0.171727 5.552460 1.975871
H 0.287050 7.950562 1.271410
H -1.357932 8.836360 -0.347314
H -3.104090 7.351272 -1.274388
H -3.196442 4.965324 -0.584574
F 2.229250 -2.541288 -1.300101
C 2.973825 -1.969206 -2.278359
C 2.472745 -1.944128 -3.563242
C 3.235368 -1.338524 -4.552583
C 4.470106 -0.782710 -4.245880
C 4.947743 -0.827548 -2.942809
C 4.195477 -1.422923 -1.939425
H 1.509179 -2.387688 -3.778246
H 2.860529 -1.302131 -5.566570
H 5.060125 -0.315565 -5.022498
H 5.911414 -0.398922 -2.702141
H 4.545274 -1.465955 -0.915485
F 5.952044 -2.122072 1.451062
C 6.112691 -3.334050 2.025963
C 5.679834 -4.453458 1.344391
C 5.847022 -5.696224 1.938243
C 6.430202 -5.801202 3.193445
C 6.851380 -4.657526 3.857762
C 6.697024 -3.408407 3.273515
H 5.221937 -4.346678 0.369709
H 5.519314 -6.585161 1.415958
H 6.555679 -6.772186 3.652795
H 7.302893 -4.734609 4.837761
H 7.022506 -2.504385 3.770056

Cartesian forces (eV/Å) of the 2 atoms listed first:
0.1528 0.7365 0.2313
-0.0820 -0.4757 -0.3441

Here are the Mulliken charges for atoms 1 to 5, given in e: -0.81, 0.35, -0.44, 0.80, -0.87

***

2.
The following is a DFT calculation (ωB97M-V/def2-TZVPD) of a molecular structure, C8H17N.

Properties
Calculated total energy   -369.61147 Eh
Gap between HOMO and LUMO   7.9 eV
Energy relative to the best compared isomer or geometry (same formula, charge and spin)   89.5 kcal/mol

Element x y z (Å)
C 0.194830 0.336055 -0.132438
C 0.277745 -1.007558 0.293496
C 2.197234 -1.036757 0.797207
C 0.860235 0.714246 -1.432033
C 0.197092 1.427873 0.903167
C -2.291081 0.192217 -1.991151
C -1.829281 -0.050464 -0.588488
N 2.331213 -0.668527 2.160285
C -2.687356 -0.358850 0.373595
H 3.187609 -0.206785 2.431006
H 2.068631 -1.381964 2.825441
H 0.196556 -1.775984 -0.466308
H -0.138979 -1.244868 1.265249
H 2.820943 -0.435372 0.142724
H 2.382972 -2.092408 0.587414
H 1.885144 1.043277 -1.250994
H 0.337908 1.561825 -1.876187
H 0.865572 -0.111938 -2.141008
H -0.813354 1.741470 1.165347
H 0.656518 1.123352 1.840647
H 0.690209 2.344728 0.576401
H -1.997783 1.185108 -2.342735
H -1.864322 -0.547709 -2.674419
H -3.382841 0.125319 -2.093398
H -2.376222 -0.531149 1.399093
H -3.769192 -0.345137 0.228086

Cartesian forces (eV/Å) of the 2 atoms listed first:
-4.5608 0.7480 -1.7017
5.6529 -1.1732 1.8512

Here are the natural (NBO) charges for atoms 1 to 5, given in e: 0.11, -0.39, -0.23, -0.65, -0.69

***

What did the second record say?
The following is a DFT calculation (ωB97M-V/def2-TZVPD) of a molecular structure, C8H17N.

Properties
Calculated total energy   -369.61147 Eh
Gap between HOMO and LUMO   7.9 eV
Energy relative to the best compared isomer or geometry (same formula, charge and spin)   89.5 kcal/mol

Element x y z (Å)
C 0.194830 0.336055 -0.132438
C 0.277745 -1.007558 0.293496
C 2.197234 -1.036757 0.797207
C 0.860235 0.714246 -1.432033
C 0.197092 1.427873 0.903167
C -2.291081 0.192217 -1.991151
C -1.829281 -0.050464 -0.588488
N 2.331213 -0.668527 2.160285
C -2.687356 -0.358850 0.373595
H 3.187609 -0.206785 2.431006
H 2.068631 -1.381964 2.825441
H 0.196556 -1.775984 -0.466308
H -0.138979 -1.244868 1.265249
H 2.820943 -0.435372 0.142724
H 2.382972 -2.092408 0.587414
H 1.885144 1.043277 -1.250994
H 0.337908 1.561825 -1.876187
H 0.865572 -0.111938 -2.141008
H -0.813354 1.741470 1.165347
H 0.656518 1.123352 1.840647
H 0.690209 2.344728 0.576401
H -1.997783 1.185108 -2.342735
H -1.864322 -0.547709 -2.674419
H -3.382841 0.125319 -2.093398
H -2.376222 -0.531149 1.399093
H -3.769192 -0.345137 0.228086

Cartesian forces (eV/Å) of the 2 atoms listed first:
-4.5608 0.7480 -1.7017
5.6529 -1.1732 1.8512

Here are the natural (NBO) charges for atoms 1 to 5, given in e: 0.11, -0.39, -0.23, -0.65, -0.69

***

- The highest calculated total energy belongs to which entry?
  C8H17N